{"formula": "C34H26Cl2NO4", "method": "ωB97M-V with the def2-TZVPD basis set", "elements": ["C", "C", "C", "N", "C", "Cl", "C", "C", "Cl", "H", "H", "H", "H", "H", "H", "H", "H", "H", "H", "C", "C", "C", "C", "C", "C", "C", "O", "C", "C", "C", "C", "C", "C", "C", "O", "H", "H", "H", "H", "H", "H", "H", "H", "C", "C", "C", "C", "C", "C", "C", "O", "C", "C", "C", "C", "C", "C", "C", "O", "H", "H", "H", "H", "H", "H", "H", "H"], "coordinates": [[3.107, -0.619, -1.174], [2.899, 1.024, -1.227], [1.927, 1.610, -0.042], [0.581, 0.899, 0.068], [-0.270, 1.119, -1.164], [-0.287, 2.660, -2.207], [-1.219, 0.011, -1.566], [-1.216, -1.346, -0.590], [-2.380, 0.091, -3.009], [2.232, -1.108, -1.823], [2.893, -0.986, -0.062], [4.162, -0.966, -1.559], [2.520, 1.398, -2.277], [3.975, 1.509, -1.055], [2.485, 1.383, 0.988], [1.814, 2.780, -0.218], [-1.398, -0.915, 0.509], [-2.082, -2.091, -0.839], [-0.141, -1.810, -0.714], [-10.159, 5.359, -0.794], [-9.624, 6.492, -0.183], [-8.242, 6.684, -0.156], [-7.390, 5.733, -0.732], [-7.924, 4.588, -1.321], [-9.313, 4.406, -1.363], [-7.034, 3.555, -1.888], [-7.502, 2.550, -2.409], [-5.572, 3.745, -1.809], [-4.715, 2.746, -2.291], [-3.331, 2.924, -2.232], [-2.800, 4.100, -1.704], [-3.651, 5.094, -1.218], [-5.040, 4.912, -1.263], [-5.930, 5.953, -0.714], [-5.465, 6.986, -0.245], [-11.237, 5.214, -0.823], [-10.283, 7.229, 0.272], [-7.831, 7.574, 0.319], [-9.737, 3.521, -1.834], [-5.121, 1.826, -2.708], [-2.668, 2.145, -2.602], [-1.722, 4.242, -1.665], [-3.229, 6.008, -0.802], [3.854, -2.543, -0.272], [4.412, -3.418, -1.203], [5.166, -4.510, -0.770], [5.373, -4.721, 0.598], [4.835, -3.832, 1.528], [4.064, -2.747, 1.093], [5.088, -4.017, 2.972], [4.613, -3.238, 3.790], [5.928, -5.147, 3.415], [6.224, -5.301, 4.776], [7.007, -6.375, 5.204], [7.488, -7.301, 4.280], [7.199, -7.147, 2.923], [6.426, -6.062, 2.489], [6.157, -5.889, 1.048], [6.583, -6.700, 0.234], [3.258, -1.697, -0.609], [4.259, -3.252, -2.267], [5.595, -5.192, -1.503], [3.629, -2.056, 1.814], [5.850, -4.584, 5.505], [7.240, -6.489, 6.261], [8.092, -8.142, 4.614], [7.582, -7.872, 2.206]], "forces_ev_per_a": [[-2.942, 7.466, -2.430], [0.832, 0.591, -0.163], [-0.114, -0.529, 0.032], [-0.983, 2.055, -4.723], [-0.681, -4.561, 2.217], [1.331, -1.668, 0.555], [2.533, 1.537, 1.997], [-0.178, 1.838, -0.387], [1.404, -0.847, 1.402], [1.987, 0.901, 1.368], [-1.023, 4.894, -1.566], [-2.176, 1.575, 0.506], [0.667, -0.847, 2.010], [-2.126, -0.916, -0.430], [-1.192, 0.709, -2.100], [0.406, -2.245, 0.451], [0.712, -1.195, -2.355], [1.753, 1.444, 0.180], [-2.246, 0.733, 0.560], [0.302, -0.184, -0.112], [0.382, -0.046, -0.060], [-0.378, -0.040, -0.003], [-0.717, 0.163, 0.154], [-0.683, 0.287, 0.174], [-0.193, 0.257, 0.161], [-0.060, -1.229, -0.642], [0.032, 0.556, 0.278], [0.374, -0.332, -0.125], [0.292, 0.153, 0.051], [-0.400, 0.295, 0.041], [-0.662, 0.658, 0.202], [0.068, -0.255, -0.110], [0.430, 0.067, 0.019], [0.969, 0.922, 0.409], [-0.407, -0.413, -0.183], [0.190, 0.008, -0.002], [0.127, -0.114, -0.081], [0.082, -0.277, -0.179], [0.291, 0.144, 0.087], [-0.005, 0.256, 0.124], [-0.483, 0.664, 0.214], [-0.629, 0.095, 0.085], [-0.276, -0.170, -0.052], [1.613, -5.543, 1.193], [0.569, -0.729, 0.799], [-0.109, 0.273, -0.400], [-0.074, 0.130, -0.280], [-0.178, 0.422, -0.225], [0.183, -0.195, -0.535], [-0.686, 1.048, 0.674], [0.341, -0.507, -0.341], [0.379, -0.417, 0.551], [0.213, -0.295, 0.116], [-0.219, 0.262, -0.231], [-0.133, 0.137, -0.331], [0.071, -0.014, 0.346], [0.304, -0.369, 0.574], [0.249, -0.604, -1.216], [-0.114, 0.285, 0.506], [1.314, -6.481, 1.324], [-0.015, -0.033, 0.079], [-0.033, 0.000, 0.331], [0.065, -0.153, 0.055], [-0.012, -0.090, -0.332], [-0.059, 0.037, -0.186], [-0.107, 0.144, -0.077], [-0.176, 0.291, 0.031]], "max_force_ev_per_a": 8.384, "total_charge": -1, "lumo_ev": 0.74}

***

{"formula": "C19H20NO9", "method": "ωB97M-V with the def2-TZVPD basis set", "elements": ["C", "C", "C", "O", "O", "C", "C", "O", "C", "O", "C", "C", "C", "N", "C", "C", "C", "O", "C", "H", "H", "H", "H", "H", "H", "H", "H", "H", "H", "H", "H", "H", "H", "H", "H", "H", "H", "C", "C", "C", "O", "C", "C", "C", "O", "O", "O", "H", "H"], "coordinates": [[3.425, 1.699, 3.447], [2.011, 1.557, 2.867], [1.931, 2.001, 1.421], [2.927, 2.057, 0.736], [0.709, 2.335, 1.034], [0.568, 2.539, -0.380], [0.743, 1.292, -1.224], [-0.292, 0.326, -1.032], [-0.028, -0.639, -0.164], [-0.041, -0.526, 1.036], [0.229, -1.995, -0.719], [-0.635, -2.580, -1.663], [-0.386, -3.846, -2.119], [0.677, -4.554, -1.667], [1.553, -4.020, -0.767], [1.344, -2.754, -0.280], [2.327, -2.237, 0.750], [3.072, -1.145, 0.229], [3.867, -1.516, -0.877], [4.005, 0.780, 3.337], [3.984, 2.478, 2.925], [3.413, 1.961, 4.507], [1.682, 0.522, 2.975], [1.326, 2.165, 3.465], [-0.424, 2.968, -0.523], [1.283, 3.314, -0.676], [1.751, 0.877, -1.137], [0.659, 1.616, -2.267], [-1.503, -2.028, -2.007], [-1.054, -4.320, -2.826], [0.841, -5.495, -1.986], [2.399, -4.599, -0.425], [1.793, -1.843, 1.612], [3.028, -3.022, 1.067], [4.276, -2.524, -0.710], [3.300, -1.536, -1.817], [4.692, -0.813, -0.987], [-5.176, 2.679, 0.627], [-6.308, 2.432, -0.167], [-6.072, 1.438, -1.323], [-6.976, 1.061, -2.065], [-4.727, 0.948, -1.532], [-3.612, 1.210, -0.744], [-3.868, 2.118, 0.470], [-2.975, 2.369, 1.287], [-2.449, 0.777, -0.933], [-7.437, 2.919, -0.025], [-5.263, 3.360, 1.467], [-4.619, 0.307, -2.403]], "forces_ev_per_a": [[0.282, 0.004, -0.167], [0.066, 0.425, 0.665], [0.642, -0.249, 0.719], [-0.183, 0.083, -0.472], [0.052, -0.415, -0.266], [-0.272, 0.690, 0.052], [0.171, 0.770, -0.388], [2.104, -0.634, -0.648], [-0.524, 0.002, 0.992], [0.401, 0.152, 0.088], [-0.073, -0.199, -0.623], [0.285, 0.113, 0.038], [-0.653, 0.298, -0.094], [0.530, -0.184, 0.161], [-0.518, 0.801, 0.131], [0.200, -0.600, 0.545], [0.084, 0.591, -0.335], [-0.004, 0.005, 0.020], [0.070, -0.296, -0.025], [-0.057, 0.057, -0.039], [-0.079, -0.017, 0.021], [-0.155, -0.118, -0.047], [-0.251, 0.102, -0.299], [-0.173, -0.115, -0.225], [-0.131, -0.388, 0.213], [0.145, -0.308, -0.191], [-0.190, -0.206, 0.376], [-0.202, -0.023, 0.094], [0.044, 0.011, -0.013], [0.186, -0.146, 0.040], [-0.134, 0.040, -0.109], [-0.135, -0.232, -0.221], [0.003, -0.096, -0.024], [-0.190, -0.111, -0.081], [0.130, 0.119, -0.118], [-0.047, 0.023, 0.099], [-0.137, 0.081, 0.158], [0.380, 0.083, 0.227], [-0.171, -0.179, -0.327], [0.570, -0.452, -0.234], [-0.296, 0.258, 0.157], [-0.178, -0.181, -0.371], [0.090, 0.354, 0.328], [-0.747, 0.477, 0.408], [0.457, -0.222, -0.312], [-1.444, -0.173, -0.029], [0.108, 0.041, 0.103], [-0.154, -0.005, -0.006], [0.099, -0.031, 0.028]], "max_force_ev_per_a": 2.291, "total_charge": -1, "lumo_ev": -0.16}

***

Sequential gap between HOMO and LUMO output: 4.18 2.17 eV